# 1
ORCA calculation (ωB97M-V with the def2-TZVPD basis set) on the molecule H2O3Si in a non-equilibrium geometry.

- Frontier orbital gap: 9.60 eV
- Energy above the lowest of the compared OMol25 structures with the same formula, charge and spin: 151.7 kcal per mole
- 2S+1: 1
- HOMO: -9.7 eV

Geometry (Å):
O -1.359 0.737 0.582
O -0.007 1.146 0.622
O -1.205 -0.489 -0.103
Si 0.459 -0.249 -0.197
H 0.910 0.020 -1.547
H 1.202 -1.166 0.643

# 2
ORCA calculation (ωB97M-V with the def2-TZVPD basis set) on a 2-piece molecular cluster, C3H7N4S overall in a non-equilibrium geometry.

- Frontier orbital gap: 7.56 eV
- Energy above the lowest of the compared OMol25 structures with the same formula, charge and spin: 47.2 kcal per mole
- 2S+1: 1
- Net charge: +1
- HOMO: -13.4 eV

Geometry (Å):
C 0.298 -1.817 0.559
C -0.336 -1.031 1.433
C 1.126 0.688 -0.068
N 1.555 -0.425 -0.729
N 1.678 1.832 -0.361
N -1.897 0.454 -0.833
N 1.105 -1.568 -0.458
S -0.236 0.639 1.166
H 0.025 -2.962 0.713
H -0.921 -1.323 2.332
H 2.523 1.871 -0.964
H 1.623 2.671 0.238
H -1.934 0.770 -1.812
H -1.963 -0.568 -0.883
H -2.646 0.767 -0.332

# 3
ORCA calculation (ωB97M-V with the def2-TZVPD basis set) on C10H14BClN6O4Zn as an isolated structure in a non-equilibrium geometry.

- Frontier orbital gap (alpha / beta): 4.10 / 2.72 eV
- Energy above the lowest of the compared OMol25 structures with the same formula, charge and spin: 66.0 kcal per mole
- 2S+1: 1
- HOMO (alpha / beta): -8.4 / -7.4 eV

Geometry (Å):
H 1.840 3.799 0.679
N 1.298 2.034 -0.428
B 0.358 0.500 -2.348
N 0.660 1.855 -1.644
C 0.430 3.072 -2.196
Zn 2.392 0.762 0.688
H -0.025 3.169 -3.173
C 0.869 4.050 -1.299
H 0.844 5.123 -1.425
C 1.397 3.373 -0.208
H 0.530 0.607 -3.532
C -0.995 -2.154 3.385
H -0.242 -1.789 4.156
H -0.507 -2.308 2.411
H -1.454 -3.100 3.701
N -1.139 0.086 -2.151
N 1.255 -0.646 -1.803
N -1.577 -0.152 -0.870
N 1.933 -0.684 -0.598
C -2.155 -0.123 -3.034
C 1.564 -1.760 -2.507
H -1.993 -0.031 -4.098
H 1.177 -1.899 -3.503
C -3.282 -0.487 -2.291
C 2.383 -2.565 -1.717
C -2.853 -0.486 -0.931
C 2.583 -1.879 -0.526
H -4.264 -0.712 -2.656
H 2.820 -3.514 -1.982
H -3.439 -0.706 -0.049
H 3.152 -2.179 0.342
H -1.699 -0.533 3.830
O 0.162 0.424 6.992
Cl 0.304 0.416 5.536
O 0.703 -1.012 5.118
O -1.028 0.705 4.901
O -2.002 -1.255 3.233

# 4
ORCA calculation (ωB97M-V with the def2-TZVPD basis set) on C40H36Cl5N2O3P2PbTe as an isolated structure in a non-equilibrium geometry.

- Frontier orbital gap: 6.64 eV
- Energy above the lowest of the compared OMol25 structures with the same formula, charge and spin: 37.5 kcal per mole
- 2S+1: 1
- Net charge: +1
- HOMO: -9.6 eV

Geometry (Å):
Pb 0.478 -0.473 0.451
C -3.188 -1.217 0.449
P -1.921 -1.784 -0.776
C -1.373 -3.386 -0.102
C -1.350 -3.625 1.270
C -0.826 -4.811 1.757
C -0.341 -5.772 0.886
C -0.335 -5.527 -0.479
C -0.820 -4.328 -0.967
C -3.017 -2.258 -2.183
C -3.462 -3.552 -2.425
C -4.280 -3.815 -3.512
C -4.678 -2.795 -4.361
C -4.270 -1.497 -4.104
C -3.443 -1.230 -3.027
C -2.617 -0.390 1.559
C -3.261 -0.028 2.717
C -2.473 0.964 3.333
C -1.383 1.155 2.524
C -0.327 2.205 2.604
P 1.320 1.473 2.205
C 1.710 0.654 3.791
C 1.305 -0.665 3.977
C 1.510 -1.290 5.193
C 2.130 -0.607 6.227
C 2.536 0.704 6.046
C 2.326 1.336 4.834
C 2.459 2.894 2.120
C 3.821 2.617 2.022
C 4.737 3.649 1.926
C 4.303 4.966 1.919
C 2.950 5.246 2.005
C 2.027 4.216 2.094
N -1.437 0.305 1.443
H -3.885 -0.593 -0.125
H -3.758 -2.067 0.833
H -1.749 -2.894 1.960
H -0.809 -4.991 2.822
H 0.035 -6.707 1.274
H 0.036 -6.270 -1.170
H -0.777 -4.111 -2.024
H -3.177 -4.359 -1.766
H -4.624 -4.822 -3.691
H -5.321 -3.011 -5.201
H -4.606 -0.683 -4.728
H -3.200 -0.200 -2.801
H -4.196 -0.410 3.072
H -2.688 1.480 4.248
H -0.526 2.976 1.846
H -0.302 2.670 3.596
H 0.816 -1.201 3.168
H 1.185 -2.310 5.338
H 2.292 -1.094 7.176
H 3.012 1.241 6.853
H 2.638 2.363 4.699
H 4.158 1.589 2.018
H 5.792 3.427 1.854
H 5.018 5.771 1.848
H 2.606 6.270 1.992
H 0.976 4.456 2.144
N 3.123 -1.804 -0.785
C 3.160 -1.332 -2.160
C 1.742 -1.203 -2.643
O 0.847 -1.931 -2.216
O 1.454 -0.282 -3.477
H 4.066 -1.875 -0.416
H 2.701 -2.727 -0.742
H 3.704 -1.991 -2.857
H 3.636 -0.349 -2.190
Cl -0.089 6.787 -1.274
C 0.086 5.082 -1.297
C -1.039 4.264 -1.425
Cl -2.608 4.943 -1.547
C -0.873 2.888 -1.467
Cl -2.189 1.816 -1.691
C 0.385 2.281 -1.360
O 0.500 0.973 -1.450
C 1.497 3.120 -1.210
Cl 3.041 2.395 -1.065
C 1.353 4.503 -1.198
Cl 2.737 5.499 -1.077
C -0.683 -1.594 -4.950
Te -0.593 -0.244 -3.271
C -0.426 1.396 -4.634
H -1.551 -1.338 -5.553
H -0.807 -2.608 -4.578
H 0.223 -1.534 -5.552
H 0.319 1.144 -5.386
H -0.093 2.269 -4.077
H -1.386 1.601 -5.100

# 5
ORCA calculation (ωB97M-V with the def2-TZVPD basis set) on a 8-piece molecular cluster, C16H48O8 overall in a non-equilibrium geometry.

- Frontier orbital gap: 10.08 eV
- Energy above the lowest of the compared OMol25 structures with the same formula, charge and spin: 59.0 kcal per mole
- 2S+1: 1
- HOMO: -9.8 eV
- SMILES: CCO.CCO.CCO.CCO.CCO.CCO.CCO.CCO

Geometry (Å):
C -2.582 0.002 -4.773
C -2.534 0.223 -3.288
O -1.315 0.880 -3.055
H -1.801 -0.667 -5.142
H -2.450 0.971 -5.271
H -3.543 -0.400 -5.093
H -2.550 -0.694 -2.692
H -3.349 0.897 -2.995
H -1.242 1.115 -2.119
C 3.944 3.219 4.577
C 3.652 1.980 3.899
O 3.615 0.930 4.834
H 3.826 4.099 3.946
H 5.004 3.184 4.875
H 3.386 3.336 5.502
H 4.388 1.783 3.115
H 2.673 2.009 3.402
H 4.318 0.304 4.670
C 1.174 4.540 -0.829
C -0.101 5.261 -0.473
O -0.947 4.478 0.384
H 1.796 5.167 -1.481
H 0.989 3.609 -1.350
H 1.746 4.382 0.089
H -0.673 5.575 -1.344
H 0.154 6.188 0.058
H -0.721 4.686 1.292
C 2.992 -3.866 1.731
C 3.982 -3.300 2.712
O 3.439 -3.198 4.040
H 2.519 -4.738 2.160
H 3.523 -4.154 0.808
H 2.291 -3.105 1.373
H 4.327 -2.293 2.435
H 4.847 -3.955 2.792
H 2.549 -2.850 4.001
C -4.296 1.505 0.352
C -5.034 0.379 0.976
O -4.303 -0.844 0.923
H -3.249 1.573 0.657
H -4.706 2.442 0.763
H -4.361 1.578 -0.732
H -6.031 0.255 0.551
H -5.153 0.651 2.039
H -4.932 -1.511 1.238
C 0.072 -0.308 0.661
C -0.047 1.151 0.864
O -0.794 1.683 -0.221
H 0.317 -0.504 -0.386
H -0.874 -0.797 0.889
H 0.843 -0.756 1.293
H 0.901 1.674 1.053
H -0.636 1.287 1.800
H -1.072 2.627 -0.097
C -1.955 -4.639 -1.462
C -2.713 -3.414 -1.058
O -2.789 -3.434 0.397
H -1.229 -4.857 -0.681
H -1.381 -4.464 -2.370
H -2.618 -5.488 -1.597
H -3.706 -3.361 -1.517
H -2.156 -2.505 -1.367
H -3.255 -2.653 0.729
C 1.160 -1.308 -3.186
C 2.386 -1.807 -2.519
O 3.572 -1.383 -3.202
H 1.103 -1.518 -4.247
H 1.025 -0.243 -2.994
H 0.286 -1.781 -2.712
H 2.440 -2.890 -2.509
H 2.499 -1.399 -1.514
H 3.364 -0.537 -3.606

# 6
ORCA calculation (ωB97M-V with the def2-TZVPD basis set) on a 2-piece molecular cluster, C19H15BrF4O5P2S overall in a non-equilibrium geometry.

- Frontier orbital gap: 6.84 eV
- Energy above the lowest of the compared OMol25 structures with the same formula, charge and spin: 9.5 kcal per mole
- 2S+1: 1
- HOMO: -8.4 eV
- SMILES: CP(C)C1=CC(=O)c2c(P(O)Br)ccc(S(=O)(=O)C(F)(F)F)c2C1=O.Fc1ccccc1

Geometry (Å):
C 2.578 1.797 0.343
P 1.608 2.392 -1.136
C 1.953 1.131 -2.434
C -0.138 2.290 -0.557
C -0.816 3.323 -0.063
C -2.225 3.188 0.438
O -2.670 3.963 1.260
C -3.032 2.034 -0.112
C -4.426 2.016 -0.104
P -5.432 3.396 0.627
O -6.986 2.868 0.410
Br -5.176 3.237 2.868
C -5.104 0.936 -0.642
C -4.457 -0.136 -1.220
C -3.073 -0.115 -1.210
S -2.279 -1.537 -1.985
O -3.238 -2.320 -2.710
O -1.212 -1.104 -2.835
C -1.638 -2.593 -0.577
F -2.313 -3.734 -0.513
F -1.862 -1.946 0.582
F -0.345 -2.831 -0.673
C -2.370 0.933 -0.657
C -0.855 0.962 -0.598
O -0.209 -0.064 -0.541
H 3.626 2.089 0.296
H 2.413 0.742 0.472
H 2.098 2.297 1.198
H 3.035 1.155 -2.614
H 1.707 0.098 -2.157
H 1.412 1.353 -3.360
H -0.287 4.278 -0.016
H -7.180 2.237 1.122
H -6.191 0.910 -0.622
H -4.976 -0.975 -1.673
F 3.857 -0.211 1.206
C 4.350 -1.454 1.412
C 5.713 -1.624 1.546
C 6.215 -2.900 1.762
C 5.350 -3.985 1.830
C 3.982 -3.794 1.688
C 3.475 -2.519 1.482
H 6.371 -0.767 1.482
H 7.280 -3.048 1.876
H 5.744 -4.979 1.994
H 3.308 -4.639 1.736
H 2.411 -2.349 1.377

One value per record, in order, for E_tot: -516.25129, -735.37651, -3282.99589, -5325.43704, -1240.21405, -5163.57365 hartree.